The following is a DFT calculation (the ωB97M-V functional and the def2-TZVPD basis) of 11 unconnected molecules or ions with the total composition C23H68N8O11.

Results
**Max |F|**: 6.2 eV/Å
**ΔE to the lowest compared entry with this formula, charge and spin**: 204.93 kJ/mol
**Electronic energy**: -2182.82050 Eh
**Frontier orbital gap**: 8.430 eV

Positions of all 110 atoms, in Å:
C  2.3110  4.9920  -2.4234
C  2.2068  3.4900  -2.5538
C  1.5588  2.7774  -1.3205
O  1.4082  3.1933  -3.7239
H  2.7391  5.2425  -1.4528
H  1.3152  5.4347  -2.4047
H  2.9108  5.2553  -3.2946
H  3.1561  2.9992  -2.7680
H  0.5006  2.9758  -1.1501
H  2.1270  3.0049  -0.4186
H  1.7045  1.7017  -1.4196
H  0.7269  3.8658  -3.7954
C  -4.0303  0.3681  -4.3359
C  -3.0856  1.4676  -3.9124
C  -2.3608  1.1816  -2.5618
O  -2.1311  1.7501  -4.9318
H  -4.7180  0.6323  -5.1393
H  -4.5264  0.0858  -3.4073
H  -3.4134  -0.4532  -4.7006
H  -3.6638  2.3856  -3.8069
H  -1.5200  1.8403  -2.3443
H  -1.9417  0.1786  -2.6423
H  -3.0651  1.2468  -1.7325
H  -1.3437  1.2165  -4.8018
C  -2.6270  -3.1213  -1.7198
C  -2.8771  -3.0011  -3.2527
C  -2.2962  -4.2448  -4.0431
O  -4.2236  -2.9866  -3.5866
H  -1.5729  -3.1080  -1.4428
H  -2.8969  -4.1037  -1.3323
H  -3.0859  -2.3420  -1.1113
H  -2.4605  -2.0998  -3.7024
H  -3.0005  -5.0596  -3.8754
H  -1.2869  -4.4931  -3.7147
H  -2.2815  -4.1436  -5.1283
H  -4.2975  -3.0329  -4.5426
C  4.0543  3.0696  3.0536
C  2.8133  3.2723  3.9037
C  2.9680  2.5455  5.2650
O  2.6976  4.6747  4.1188
H  4.0555  3.6700  2.1439
H  4.0814  2.0475  2.6758
H  4.9238  3.4877  3.5607
H  1.9363  2.9987  3.3170
H  2.1421  2.7499  5.9464
H  3.8655  2.8413  5.8084
H  3.0623  1.4596  5.2648
H  2.0041  4.8324  4.7637
C  0.2228  -1.8683  0.4334
C  0.2304  -0.3998  0.7668
C  1.6759  0.1273  0.9314
O  -0.3982  0.4016  -0.1962
H  0.7160  -2.0532  -0.5208
H  -0.7987  -2.2310  0.5485
H  0.7804  -2.3950  1.2079
H  -0.3765  -0.2562  1.6607
H  1.7395  1.1811  1.2024
H  2.4139  -0.0847  0.1578
H  2.1959  -0.3883  1.7387
H  0.0425  0.3198  -1.0451
C  -2.8550  3.8741  2.0564
C  -2.2923  2.8602  1.1022
O  -1.1293  2.2188  1.5997
H  -2.0255  4.5517  2.2585
H  -3.1820  3.4427  3.0025
H  -3.6368  4.4308  1.5398
H  -2.0124  3.3842  0.1883
H  -3.0375  2.0995  0.8698
H  -0.8929  1.4937  1.0166
C  -3.2572  -4.0320  1.5135
C  -2.9974  -4.4605  3.0158
O  -4.0772  -4.1407  3.7517
H  -2.3525  -3.9974  0.9065
H  -3.7478  -3.0600  1.5653
H  -4.0033  -4.6981  1.0804
H  -2.1437  -3.9367  3.4458
H  -2.7959  -5.5040  3.2578
H  -4.0659  -4.5987  4.5953
C  0.8845  -0.4857  -4.0248
O  1.0153  -0.4053  -2.8380
N  1.0662  0.6051  -4.7030
N  0.8313  -1.5194  -4.7498
H  1.2902  1.4779  -4.2468
H  1.0662  0.4812  -5.7054
H  0.7630  -1.4067  -5.7512
H  0.7470  -2.3794  -4.2270
C  4.1906  -2.0217  -2.5194
O  5.2136  -2.5885  -2.4716
N  3.0831  -2.4754  -2.0572
N  4.1080  -0.8237  -3.0214
H  2.1786  -2.1023  -2.3076
H  3.2470  -3.3834  -1.6465
H  3.1948  -0.3943  -3.0631
H  4.9419  -0.3448  -3.3303
C  -0.5938  0.7120  4.9313
O  -0.4527  0.2931  6.1286
N  0.4587  0.8316  4.1606
N  -1.6984  1.0816  4.3983
H  1.3259  0.6227  4.6343
H  0.2780  1.1006  3.2040
H  -1.7553  1.5086  3.4848
H  -2.4522  1.0464  5.0696
C  1.9761  -2.5783  4.6601
O  1.9324  -1.4279  5.0634
N  1.5285  -3.6402  5.2035
N  2.5837  -2.8491  3.5403
H  1.0349  -3.6045  6.0840
H  1.7963  -4.5385  4.8274
H  3.1008  -2.0571  3.1859
H  2.6137  -3.7614  3.1081

Atoms 1-6, force components in eV/Å:
0.34 -0.88 0.19
-1.77 -0.90 0.92
1.19 -0.06 -0.49
0.39 0.00 -0.01
0.46 0.20 -0.28
-0.06 0.09 -0.36